Record 1
This record from the Open Molecules 2025 dataset describes C32H33BClIMoN2O7S as an isolated structure. The level of theory is the ωB97M-V functional and the def2-TZVPD basis.

XYZ file:
```
79
Properties=species:S:1:pos:R:3:forces:R:3:mulliken_charge:R:1
Mo -0.33802 1.33737 -0.18334 -3.5 0.1 -3.6 -0.23
C 3.19649 1.03491 2.50522 0.0 0.0 0.0 -1.13
C 1.86735 1.04230 3.19398 0.4 0.1 -0.3 0.32
N 1.82247 0.87292 4.50308 0.0 0.1 -0.4 -0.66
C 0.62787 0.87176 5.09111 -0.2 0.0 0.1 -0.73
C -0.58160 0.96668 4.43988 -0.5 -0.1 -0.6 0.36
C -1.84967 0.98474 5.25371 0.0 0.4 0.2 -0.95
O -2.73324 -0.06723 4.88618 0.0 -0.3 -0.1 -0.54
C -0.59723 1.10625 3.01624 2.8 0.0 0.9 0.69
C -1.82676 1.08910 2.32648 -2.5 0.3 -2.0 -1.03
N -2.16050 1.37010 1.05417 2.7 -0.3 2.5 0.85
C -3.48584 1.48154 0.73637 -2.3 0.0 -0.5 -0.09
C -4.49505 1.76226 1.68812 0.7 -0.1 -0.2 -0.61
C -5.82991 1.76978 1.35943 -0.3 -0.1 -0.1 -0.83
C -6.24266 1.53260 0.05485 0.2 0.0 0.1 -0.58
C -5.28224 1.35448 -0.92622 0.0 -0.1 0.0 -0.63
C -3.94522 1.33491 -0.58215 1.1 -0.1 -0.4 0.47
I -2.49559 1.08248 -2.16202 -0.8 -0.2 0.5 0.36
C 0.70670 1.20581 2.42722 -2.0 -0.5 1.8 0.26
O 0.75342 1.37929 1.12620 4.1 0.4 3.1 -0.09
H 3.98194 0.96578 3.25201 0.0 0.0 0.0 0.41
H 3.32592 1.93993 1.90757 0.0 -0.1 0.0 0.31
H 3.25780 0.17731 1.83072 0.0 0.1 0.0 0.26
H 0.66015 0.79021 6.16834 -0.2 -0.1 0.1 0.34
H -2.35722 1.95356 5.10701 0.1 -0.2 0.1 0.28
H -1.58167 0.90092 6.31228 0.0 0.1 -0.1 0.46
H -3.25750 -0.32534 5.64992 0.0 0.1 0.0 0.32
H -2.64791 0.76851 2.95844 0.0 0.1 0.0 0.99
H -4.20420 1.99313 2.70006 0.0 0.0 0.1 0.51
H -6.56274 1.96572 2.12822 0.0 0.0 0.1 0.40
H -7.29027 1.50115 -0.19849 -0.1 0.1 0.0 0.40
H -5.56152 1.21834 -1.95911 -0.1 0.0 -0.1 0.43
C 0.59791 -7.77216 2.67238 0.3 -0.1 0.5 -1.00
C 1.27423 -7.80149 1.34776 -0.6 -0.1 -0.4 0.69
O 2.43803 -7.75973 1.12044 0.4 -0.1 0.2 -0.50
S 0.04499 -7.85116 -0.03760 0.1 0.0 -0.2 -0.16
C -0.05418 -6.07475 -0.14355 -0.1 -0.3 0.0 0.02
C -1.30528 -5.47367 -0.09628 0.1 0.0 -0.1 -0.54
C -1.40261 -4.09840 -0.12803 0.2 0.1 0.0 -0.60
C -0.24625 -3.31462 -0.19181 0.0 -0.5 0.0 0.32
C 1.00438 -3.93656 -0.26335 -0.2 0.1 0.0 -0.54
C 1.09929 -5.31016 -0.25450 0.0 0.0 0.0 -0.47
C -0.32838 -1.90715 -0.20192 0.0 0.9 0.0 0.12
C -0.32788 -0.68610 -0.23193 -0.2 -1.0 -0.3 0.21
H 1.32874 -7.83044 3.47600 0.0 0.0 0.0 0.32
H -0.11080 -8.59551 2.73563 0.0 0.0 0.0 0.34
H 0.03534 -6.84237 2.75648 -0.1 0.0 -0.1 0.29
H -2.18993 -6.08800 -0.03952 -0.1 -0.1 0.1 0.43
H -2.36624 -3.61388 -0.09565 -0.1 0.1 0.0 0.48
H 1.89073 -3.32443 -0.33881 0.0 0.1 0.0 0.53
H 2.06410 -5.78837 -0.32839 0.0 -0.1 0.0 0.48
Cl -0.89924 6.26485 -2.93386 -0.1 0.2 -0.2 -0.21
C -1.24405 4.62253 -2.38228 0.2 -0.1 0.3 0.19
C -0.74615 4.41702 -0.93969 0.3 0.8 -0.5 0.31
O -0.27072 5.29994 -0.26754 -0.1 0.0 -0.1 -0.62
O -0.89175 3.20324 -0.53008 -0.4 -0.1 0.3 -0.71
H -0.72198 3.92015 -3.03932 -0.1 0.1 0.2 -0.17
H -2.32256 4.45345 -2.44408 0.2 0.0 0.1 0.27
C 2.55113 3.25606 -4.48776 -0.2 -0.2 0.3 -1.98
C 2.06448 1.95608 -3.85131 0.2 -0.3 -0.4 1.56
C 1.63115 1.00772 -4.97389 0.0 0.2 0.3 -2.08
O 0.89668 2.19243 -3.04688 -0.5 0.5 -0.2 0.04
B 0.98387 1.49256 -1.86785 0.4 0.3 -0.8 0.49
O 2.21554 0.90907 -1.74579 0.2 -0.6 0.3 -0.44
C 3.06758 1.30727 -2.83205 0.3 0.3 -0.1 1.75
C 4.07990 2.30449 -2.25658 -0.3 -0.2 0.0 -2.07
C 3.80312 0.07764 -3.35887 -0.3 0.2 0.2 -1.90
H 1.79656 3.62648 -5.17762 -0.1 0.0 -0.1 0.47
H 3.46273 3.06326 -5.04760 0.1 0.0 -0.1 0.39
H 2.74233 4.02541 -3.74821 0.0 0.1 0.1 0.35
H 0.81442 1.47424 -5.52083 0.0 0.1 -0.1 0.52
H 1.26720 0.06657 -4.56928 0.0 -0.1 0.0 0.35
H 2.45292 0.82513 -5.66009 0.1 -0.1 -0.1 0.40
H 3.57134 3.17851 -1.85704 0.0 0.1 0.0 0.32
H 4.79624 2.61707 -3.01103 0.1 0.1 -0.1 0.38
H 4.61086 1.82207 -1.43837 0.1 0.0 0.0 0.51
H 3.11126 -0.72574 -3.59108 -0.1 -0.1 -0.1 0.34
H 4.48648 -0.28271 -2.59498 0.1 0.0 0.1 0.47
H 4.37095 0.33285 -4.24887 0.1 0.0 -0.1 0.37
```
Positions in Å, forces in eV/Å.

Properties
- Electronic energy: -3124.50562 a.u.
- HOMO (spin up / spin down): -7.38 / -7.29 eV

---

Record 2
This record from the Open Molecules 2025 dataset describes a 7-piece molecular cluster, C32H33Cl4NO2 overall. The level of theory is the ωB97M-V functional and the def2-TZVPD basis.

XYZ file:
```
72
Properties=species:S:1:pos:R:3:forces:R:3:mulliken_charge:R:1
C 14.43196 32.03563 -19.03187 0.0 -0.1 0.2 0.13
Cl 16.06397 31.68336 -18.40498 -0.4 0.3 -0.5 -0.02
Cl 13.74309 30.52707 -19.66306 0.1 0.1 0.0 -0.06
Cl 13.44956 32.60498 -17.66920 -0.1 0.1 -0.4 0.06
Cl 14.37696 33.25498 -20.32779 0.4 -0.3 0.4 -0.10
C 10.28566 31.25376 -19.95447 -0.6 0.2 -0.2 -0.59
N 9.35655 31.39392 -21.12537 0.3 -0.8 0.7 0.92
O 9.45140 30.56884 -22.00062 0.0 -0.3 -0.6 -0.56
O 8.55321 32.28670 -21.08190 -0.4 0.7 -0.1 -0.56
H 10.95726 30.43473 -20.16406 0.3 0.3 -0.1 0.26
H 9.67446 31.00366 -19.09228 -0.1 0.1 0.0 0.27
H 10.68796 32.25607 -19.83881 0.5 -0.2 0.2 0.23
C 17.59922 26.89989 -20.59488 -0.7 0.3 0.0 -0.51
C 18.46659 26.61709 -19.55187 0.4 -0.1 0.1 -0.30
C 18.11829 26.86108 -18.22473 -0.3 -0.5 -0.1 -0.59
C 16.82874 27.26773 -17.93324 -0.5 0.4 -0.1 -0.06
C 15.95245 27.54746 -18.97214 0.0 0.7 -0.5 -0.28
C 16.34432 27.43313 -20.30008 0.0 -0.5 0.5 -0.41
H 17.81186 26.70822 -21.63812 0.4 -0.1 0.1 0.38
H 19.43272 26.16047 -19.73057 0.0 0.2 -0.2 0.36
H 18.81141 26.63427 -17.42590 0.1 0.0 0.0 0.40
H 16.43464 27.41644 -16.93443 0.4 -0.1 0.2 0.32
H 14.98198 27.99015 -18.78017 -0.1 -0.3 0.2 0.29
H 15.62011 27.67756 -21.06618 0.2 0.0 -0.2 0.38
C 13.52786 29.26371 -12.88090 -0.1 -0.3 0.8 -0.51
C 13.77928 30.42398 -13.58887 -0.4 -0.2 -0.5 -0.34
C 13.85056 30.33437 -14.97560 1.2 0.0 -0.4 0.14
C 13.85301 29.10820 -15.64247 -0.2 0.1 0.7 -0.34
C 13.61110 27.95202 -14.90317 0.0 0.4 -0.2 -0.27
C 13.41802 28.04788 -13.52708 -0.3 -0.6 -1.1 -0.46
H 13.43778 29.28124 -11.80012 -0.1 0.1 0.0 0.35
H 13.88614 31.36952 -13.07652 0.0 0.1 -0.1 0.48
H 14.13930 31.17684 -15.59283 -0.3 0.2 0.3 -0.12
H 14.07894 29.12017 -16.70112 -0.2 -0.3 -0.1 0.34
H 13.56381 26.96916 -15.35486 0.0 0.1 -0.2 0.39
H 13.12304 27.10133 -13.08958 0.2 0.3 0.7 0.34
C 9.29734 35.87054 -17.73637 0.1 -1.1 0.1 -0.56
C 8.87247 34.59271 -17.36203 -0.1 0.0 -0.2 -0.36
C 9.69931 33.75638 -16.62674 0.5 0.0 0.5 -0.68
C 10.96945 34.18581 -16.24769 0.2 0.7 0.0 -0.29
C 11.39138 35.46385 -16.59598 -0.1 -0.1 -0.1 -0.27
C 10.55020 36.28703 -17.32227 -0.2 0.8 -0.3 -0.34
H 8.70303 36.47012 -18.41035 -0.2 0.2 0.2 0.40
H 7.88778 34.23572 -17.63133 0.0 0.0 -0.1 0.37
H 9.37123 32.78262 -16.28589 -0.2 0.0 -0.2 0.42
H 11.66375 33.62995 -15.62789 -0.3 -0.5 -0.1 0.62
H 12.38029 35.81021 -16.32373 0.0 0.0 0.1 0.36
H 10.81615 37.31353 -17.55411 0.3 -0.2 -0.1 0.35
C 18.96759 34.56387 -21.41672 0.7 0.2 -0.7 -0.42
C 18.33854 34.31895 -20.22484 -0.3 -0.3 0.2 -0.35
C 18.86027 33.36112 -19.35118 -0.5 0.8 -0.3 -0.43
C 19.99426 32.67838 -19.71391 0.4 -0.8 0.2 -0.49
C 20.60888 32.87065 -20.95538 0.2 0.6 0.9 -0.46
C 20.13578 33.87242 -21.76977 -0.2 0.3 -0.1 -0.30
H 18.59888 35.34742 -22.06858 0.0 0.0 0.0 0.35
H 17.45329 34.89442 -19.98116 0.0 -0.1 0.2 0.40
H 18.36295 33.23274 -18.40042 0.3 -0.2 0.1 0.66
H 20.43944 32.00694 -18.98633 0.0 -0.1 -0.2 0.33
H 21.56054 32.40108 -21.16619 -0.1 -0.2 -0.1 0.35
H 20.75196 34.18786 -22.60351 -0.4 -0.1 -0.3 0.34
C 16.35973 32.78620 -14.10536 -0.6 0.3 -0.4 -0.59
C 17.12186 33.02289 -12.98346 0.5 -0.3 1.2 -0.36
C 17.03688 34.21504 -12.26605 -0.3 0.1 -1.1 -0.56
C 16.22865 35.19649 -12.80846 -0.2 0.8 0.4 -0.25
C 15.39207 34.96708 -13.89396 -0.5 -0.5 0.1 -0.54
C 15.41808 33.73855 -14.53753 0.9 -0.5 0.3 0.18
H 16.43854 31.84476 -14.63250 0.0 -0.1 0.1 0.46
H 17.76503 32.26614 -12.54382 0.0 -0.2 -0.4 0.34
H 17.57432 34.39111 -11.34675 0.2 -0.1 -0.1 0.40
H 16.20075 36.19435 -12.38045 -0.1 -0.2 0.2 0.34
H 14.61620 35.69536 -14.09616 0.2 0.1 -0.4 0.33
H 14.76547 33.44663 -15.34978 -0.1 0.4 0.0 0.25
```
Positions in Å, forces in eV/Å.

Properties
- Electronic energy: -3285.02150 a.u.
- Relative energy (zero: lowest compared OMol25 entry of this formula, charge and spin): 4.51 kcal per mole
- HOMO: -9.37 eV

---

Q: Which of these has the lowest electronic energy?
A: C32H33Cl4NO2

---

Q: The highest electronic energy belongs to which entry?
A: C32H33BClIMoN2O7S